Entry 1:
Formula: C30H28AsBrN2O2S2W
Source: the OMol25 dataset
Level of theory: ωB97M-V with the def2-TZVPD basis set

Values from the calculation:
Net charge ... +4
ΔE to the lowest compared entry with this formula, charge and spin ... 0.093 eV
E ... -192976.3038 eV
Highest occupied orbital energy (alpha / beta) ... -0.7080 / -0.7081 hartree
Spin multiplicity ... 3

Each line ends with the Mulliken spin population.
Geometry (Å):
W1 0.319530 0.259904 -0.419150  1.87
O1 3.366885 5.007635 2.055398  0.01
C1 2.764954 3.916268 1.679457  0.02
C2 2.882378 2.665107 2.318601  0.00
C3 2.195777 1.590220 1.824660  0.02
N1 1.390274 1.675592 0.732520  -0.02
C4 1.299958 2.890047 0.146642  0.03
Br1 0.070697 2.813033 -1.306101  -0.01
C5 1.932820 4.022373 0.538887  -0.01
H1 3.912927 4.922324 2.854324  0.00
H2 3.502986 2.545495 3.197398  0.00
H3 2.278107 0.620953 2.293851  0.00
H4 1.807321 4.972028 0.035572  0.00
C6 -2.952857 -4.729743 2.003169  0.00
C7 -2.589364 -3.873450 3.035689  0.00
C8 -2.189998 -2.575647 2.752717  -0.01
C9 -2.168525 -2.150386 1.424997  -0.01
C10 -2.532908 -3.000489 0.382046  0.00
C11 -2.923720 -4.297038 0.682529  0.00
As1 -1.675806 -0.333216 1.093723  -0.09
C12 -2.993111 0.971487 1.575927  0.00
C13 -3.439946 1.279186 2.842420  0.00
C14 -4.462077 2.224637 2.970633  -0.01
C15 -5.003127 2.840896 1.853277  0.00
C16 -4.540566 2.529112 0.579052  -0.01
C17 -3.526368 1.588484 0.427326  0.00
C18 -2.975892 1.139158 -0.847046  -0.02
C19 -3.376538 1.579438 -2.114961  0.03
C20 -2.789958 1.076354 -3.263631  -0.03
C21 -1.769143 0.112805 -3.210666  0.03
C22 -1.382721 -0.365479 -1.974989  -0.01
C23 -1.977020 0.126001 -0.783256  0.08
H5 -3.276742 -5.736824 2.230370  0.00
H6 -2.629120 -4.211421 4.062396  0.00
H7 -1.920641 -1.914701 3.569976  0.00
H8 -2.562180 -2.656790 -0.645358  0.00
H9 -3.232062 -4.962869 -0.112450  0.00
H10 -3.037485 0.808433 3.729948  0.00
H11 -4.836782 2.469469 3.955620  0.00
H12 -5.799359 3.563145 1.971304  0.00
H13 -4.991803 3.008683 -0.279693  0.00
H14 -4.158491 2.321489 -2.211225  0.00
H15 -3.121476 1.440605 -4.228388  0.00
H16 -1.318064 -0.260236 -4.120265  0.00
H17 -0.676982 -1.218477 -1.943902  -0.04
O2 1.858939 0.135029 -1.657857  0.01
S1 3.169808 0.937713 -2.116293  0.04
C24 3.440611 0.362166 -3.805578  0.00
C25 4.174787 -0.965046 -3.684584  0.00
C26 5.233278 -0.741257 -2.611610  0.00
C27 4.540268 -0.050941 -1.428255  0.00
H18 4.072782 1.147182 -4.235581  0.00
H19 2.484088 0.372219 -4.327114  0.00
H20 4.612985 -1.236936 -4.644406  0.00
H21 3.481815 -1.761198 -3.403361  0.00
H22 6.029460 -0.100997 -2.992781  0.00
H23 5.697608 -1.667683 -2.277080  0.00
H24 5.174332 0.632200 -0.864487  0.00
H25 4.061134 -0.749588 -0.739052  0.00
S2 1.713832 -4.046763 0.351098  0.01
C28 1.652840 -3.220774 1.844027  0.00
C29 1.272424 -1.936921 1.661379  0.00
N2 1.045116 -1.597398 0.337614  0.05
C30 1.249062 -2.652648 -0.452284  0.04
H26 1.887652 -3.721413 2.771237  0.00
H27 1.103400 -1.213598 2.443317  0.00
H28 1.149980 -2.616913 -1.527672  0.00

Cartesian forces (eV/Å) of the 6 atoms listed first:
W 0.28 0.35 -0.14
O -0.03 -0.03 -0.01
C 0.04 0.05 0.02
C -0.04 -0.03 -0.02
C 0.01 0.04 -0.01
N 0.05 0.03 0.11



Entry 2:
Formula: C30H28BCo2F3O8
Source: the OMol25 dataset
Level of theory: ωB97M-V with the def2-TZVPD basis set

Values from the calculation:
ΔE to the lowest compared entry with this formula, charge and spin ... 1.587 eV
E ... -132022.5773 eV
Highest occupied orbital energy ... -0.2681 hartree

Each line ends with the Löwdin charge.
Geometry (Å):
C1 -5.154111 0.283427 -0.891062  -0.02
C2 -4.312457 0.104760 0.365780  -0.45
C3 -4.729626 1.146806 1.397168  -0.01
C4 -4.316478 -1.423184 0.898740  -0.46
C5 -4.571214 -1.521700 2.398254  -0.02
C6 -5.301201 -2.368670 0.218804  -0.02
O1 -3.006799 -1.908863 0.619246  0.08
B1 -2.229207 -0.738786 0.470690  -0.79
C7 -1.258259 -0.401604 1.755088  -0.08
C8 -1.050812 -1.333190 2.766276  -0.02
C9 -0.174473 -1.032584 3.814583  -0.01
C10 0.496520 0.184560 3.819372  -0.15
C11 1.553752 0.409959 4.871169  -0.52
F1 2.464599 -0.616012 4.886319  0.10
F2 2.262968 1.559577 4.659552  0.10
F3 1.038169 0.491281 6.131261  0.12
C12 0.230718 1.154776 2.860499  -0.01
C13 -0.652876 0.848724 1.823792  -0.03
C14 -0.905871 -1.041566 -0.907240  -0.06
C15 -0.594782 -2.495552 -0.947360  -0.14
O2 -2.958349 0.377733 0.005295  0.08
H1 -6.214266 0.113411 -0.661355  0.09
H2 -5.054229 1.317245 -1.244358  0.09
H3 -4.837063 -0.415028 -1.679009  0.09
H4 -5.755786 0.988575 1.739869  0.09
H5 -4.058885 1.168301 2.260026  0.09
H6 -4.703746 2.138590 0.939871  0.09
H7 -5.591347 -1.189446 2.631203  0.09
H8 -4.489124 -2.571124 2.707359  0.09
H9 -3.861591 -0.929018 2.986725  0.08
H10 -6.334972 -2.049181 0.418563  0.09
H11 -5.132748 -2.419002 -0.864364  0.09
H12 -5.169739 -3.375753 0.640133  0.09
H13 -1.538229 -2.311357 2.748398  0.12
H14 0.001190 -1.767312 4.597545  0.12
H15 0.739255 2.111311 2.884586  0.12
H16 -0.821723 1.596217 1.049855  0.13
H17 -1.388986 -0.651556 -1.804184  0.10
H18 -0.160958 -0.351236 -0.508669  0.05
H19 0.090554 -2.751704 -1.764586  0.06
H20 -0.143002 -2.787915 0.006922  0.09
H21 -1.509386 -3.087217 -1.075964  0.09
O3 5.752600 0.841275 -5.348715  0.12
C16 4.760119 0.890810 -4.724358  -0.23
Co1 3.943957 0.123010 -3.197170  0.12
C17 4.896815 -1.255596 -2.607701  -0.07
O4 5.458600 -2.147719 -2.132052  0.15
C18 4.832134 1.320563 -2.265399  -0.13
O5 5.458872 2.139422 -1.749874  0.19
C19 2.188196 0.160607 -3.712003  -0.17
C20 2.320949 -0.132239 -2.398701  -0.15
C21 1.855939 -0.604988 -1.213999  0.03
C22 2.400913 0.007170 -0.008833  -0.22
C23 2.782509 -0.748478 1.126522  0.01
C24 3.575171 -0.154779 2.102597  -0.07
C25 3.921854 1.197398 2.007518  -0.06
C26 3.412875 1.981168 0.969852  -0.06
C27 2.664356 1.388117 -0.035458  -0.05
Co2 2.937069 1.683096 -4.706949  0.03
C28 3.726668 2.933914 -5.651226  -0.16
O6 4.298072 3.730822 -6.254606  0.20
C29 2.844326 2.949724 -3.459208  -0.12
O7 2.760938 3.845602 -2.733299  0.17
C30 1.597287 1.671716 -5.844081  -0.11
O8 0.716494 1.680205 -6.587423  0.17
H22 1.532173 -0.423284 -4.361759  0.09
H23 1.537708 -1.641115 -1.156877  0.11
H24 2.501958 -1.811178 1.179556  0.13
H25 3.978053 -0.763186 2.916402  0.11
H26 4.566016 1.650476 2.763285  0.12
H27 3.619066 3.050848 0.921691  0.12
H28 2.262883 1.979925 -0.862553  0.11

Cartesian forces (eV/Å) of the 6 atoms listed first:
C -0.29 -0.08 -0.02
C -0.36 -0.20 -0.36
C -0.17 0.07 0.18
C -0.38 0.09 -0.02
C -0.09 0.07 0.35
C -0.24 0.13 -0.19



Entry 3:
Formula: C30H28BrN4O3PPt
Source: the OMol25 dataset
Level of theory: ωB97M-V with the def2-TZVPD basis set

Values from the calculation:
Net charge ... +2
ΔE to the lowest compared entry with this formula, charge and spin ... 0.253 eV
E ... -126228.9081 eV
Highest occupied orbital energy ... -0.4699 hartree

Each line ends with the Löwdin charge.
Geometry (Å):
Pt1 -0.205095 -0.315806 0.535217  1.07
O1 0.264430 1.841923 -1.232073  0.22
N1 -0.030568 1.695627 -2.337937  -0.02
N2 -0.257232 1.348430 -3.399111  0.32
O2 0.558048 -1.011516 -1.563609  -0.41
C1 -0.483865 1.944267 -4.694059  -0.19
C2 -0.846982 1.070119 -5.703931  0.00
C3 -1.067108 1.611507 -6.959878  -0.03
C4 -0.919918 2.977966 -7.160128  -0.02
C5 -0.545817 3.823478 -6.118797  -0.03
C6 -0.318768 3.313513 -4.854296  0.00
H1 -0.949306 0.011568 -5.509992  0.12
H2 -1.348493 0.966134 -7.779723  0.13
H3 -1.099618 3.395503 -8.141476  0.13
H4 -0.424911 4.883153 -6.294736  0.13
H5 -0.023004 3.954364 -4.033846  0.13
N3 1.048318 -3.159804 -0.201617  0.00
P1 0.169379 -2.466046 -1.459190  0.70
C7 0.456455 -3.382096 -2.949366  -0.29
C8 1.354196 -2.879735 -3.892961  -0.07
C9 1.612279 -3.605010 -5.044829  -0.06
C10 0.988263 -4.829212 -5.248377  -0.04
C11 0.098544 -5.333800 -4.308129  -0.05
C12 -0.171969 -4.611405 -3.157766  -0.07
C13 -1.562041 -2.680866 -1.054723  -0.32
C14 -2.510600 -2.233437 -1.976641  -0.08
C15 -3.861256 -2.362485 -1.704568  -0.05
C16 -4.274590 -2.947091 -0.511740  -0.05
C17 -3.338162 -3.396754 0.407785  -0.06
C18 -1.982441 -3.267755 0.136780  -0.09
C19 1.852872 -2.454427 0.690620  -0.31
C20 2.913215 -3.119081 1.306522  0.01
C21 3.754875 -2.426497 2.143260  -0.01
C22 3.551674 -1.060726 2.326525  -0.02
C23 2.477625 -0.476621 1.712972  -0.09
N4 1.601509 -1.158047 0.933330  -0.06
H6 1.271503 -4.142373 -0.275390  0.13
H7 1.845718 -1.930493 -3.719013  0.10
H8 2.306408 -3.222523 -5.780887  0.11
H9 1.197385 -5.395444 -6.146165  0.12
H10 -0.386811 -6.285391 -4.475767  0.12
H11 -0.882608 -4.996831 -2.435485  0.12
H12 -2.190242 -1.796628 -2.916797  0.11
H13 -4.595314 -2.025997 -2.424456  0.12
H14 -5.330511 -3.066971 -0.308278  0.12
H15 -3.661359 -3.857276 1.331982  0.12
H16 -1.252312 -3.630722 0.849212  0.10
H17 3.068126 -4.169648 1.101345  0.13
H18 4.575843 -2.935335 2.629906  0.13
H19 4.207711 -0.462396 2.940472  0.12
H20 2.273731 0.574804 1.832340  0.11
C24 -3.167930 0.441665 1.264550  -0.03
O3 -2.125934 0.502344 0.235028  -0.26
H21 -2.823546 0.910083 2.180732  0.09
H22 -3.365539 -0.612655 1.426214  0.08
H23 -4.048887 0.935876 0.862493  0.10
H24 -2.010774 1.433830 0.013671  0.09
Br1 -0.304471 0.917689 7.056512  0.79
C25 -0.338240 0.600439 5.201472  -0.70
C26 0.029066 1.609020 4.324417  -0.12
C27 0.025652 1.362476 2.956438  -0.13
C28 -0.354408 0.118995 2.459818  -0.37
C29 -0.733036 -0.879508 3.353498  -0.11
C30 -0.726881 -0.641360 4.722401  -0.11
H25 0.318434 2.579306 4.704697  0.11
H26 0.318702 2.163121 2.285005  0.10
H27 -1.045155 -1.853731 2.994161  0.09
H28 -1.023770 -1.418466 5.413727  0.11

Cartesian forces (eV/Å) of the 6 atoms listed first:
Pt 0.79 -0.48 0.39
O -0.25 0.32 -0.55
N 0.45 -0.56 -0.13
N -0.04 0.58 0.44
O -0.56 0.35 -0.23
C -0.01 -0.27 0.01